{"formula": "C50H64AsBHfIN7S", "method": "ωB97M-V with the def2-TZVPD basis set", "charge": 2, "homo_lumo_gap_ev": 7.48, "spin_multiplicity": 1, "e_tot_ev": -145070.663, "elements": ["S", "C", "H", "N", "C", "H", "H", "H", "C", "H", "N", "C", "C", "H", "H", "C", "C", "N", "H", "H", "H", "C", "H", "H", "C", "H", "H", "H", "C", "H", "H", "H", "C", "H", "H", "C", "C", "H", "C", "C", "H", "H", "H", "C", "C", "C", "As", "C", "C", "H", "H", "H", "C", "C", "C", "C", "C", "N", "H", "H", "C", "C", "I", "H", "C", "C", "C", "B", "H", "H", "C", "C", "H", "H", "H", "C", "C", "H", "C", "H", "H", "H", "C", "H", "H", "H", "C", "H", "H", "H", "C", "C", "H", "C", "N", "C", "C", "Hf", "C", "H", "H", "H", "C", "C", "H", "H", "N", "C", "H", "H", "H", "H", "H", "C", "H", "C", "H", "H", "H", "H", "N", "C", "H", "H", "C", "H"], "xyz": [[3.26503, -1.33014, -0.54903], [-1.69670, -1.00211, -3.34242], [2.32448, 4.94003, 3.46158], [-1.11118, -0.71039, 0.91365], [-0.49522, -5.79143, 0.01295], [-2.45793, 4.55000, 3.73131], [-4.08359, 4.32139, -0.29444], [-5.30070, 2.51827, -1.85613], [0.20539, 1.91720, -2.57291], [5.06006, 0.88419, 5.08956], [-0.71134, 1.71457, 1.48150], [0.13049, -2.13457, 2.09771], [2.36873, 0.63224, 3.09081], [6.10742, 1.25599, 2.85781], [-3.88429, 3.62178, 4.20041], [2.21406, 3.88641, 1.54756], [1.40708, 2.15772, -3.43908], [0.17036, -0.94471, 1.44502], [2.99856, -1.73381, 2.40035], [-4.41717, -0.48410, 0.03329], [-4.36224, 1.07520, -2.26949], [2.26149, 5.15863, 2.39091], [2.87166, -2.39778, -6.06725], [0.89462, -3.89155, 2.84563], [-0.59104, -4.50473, -0.49722], [2.16246, 3.36299, -0.58174], [1.72900, 4.17506, -2.65453], [0.81999, -7.43481, 0.45746], [-3.18872, 3.69333, -0.29970], [-3.85333, 1.33019, 2.29559], [3.36076, 4.59214, -0.16295], [1.63644, 5.00812, -0.21561], [0.74202, -6.42659, 0.06341], [-4.50056, -1.12499, 2.34777], [1.62953, -3.06474, 5.03036], [1.87297, -1.97714, -2.85373], [-1.02786, 2.50528, -2.77338], [-0.04398, -2.58064, 4.71761], [1.18129, -2.84109, 2.92499], [-1.89684, -1.76654, 1.22842], [-2.80365, -4.41183, -4.76567], [-1.37925, -0.04196, -2.96034], [-1.55936, -4.02865, -0.56405], [1.87114, -5.77636, -0.41605], [-4.44434, 1.90522, -1.56154], [0.54182, -3.84405, -0.96973], [0.35966, -2.02274, -1.63602], [-1.49364, -3.40372, -3.40521], [0.94035, 3.12548, 1.79706], [-3.21098, -1.11208, -1.10441], [-2.31170, 4.34804, -0.28255], [-4.65854, 1.51153, -0.57455], [-0.04924, 3.41146, 2.72123], [1.77288, -4.48790, -0.93492], [-3.93506, -1.38147, -0.33322], [0.99168, -2.44286, 4.39768], [4.45812, 0.85932, 4.18822], [-1.14857, 1.26389, -0.94259], [-0.03776, 4.19941, 3.46281], [-4.70650, -1.99946, -0.80026], [-1.07954, 2.49917, 2.50998], [-3.31135, -2.13235, 0.82826], [5.11966, 1.65990, 0.03464], [1.26151, -1.39650, 4.56855], [-3.08963, 3.70340, 3.45517], [3.11308, -1.71042, -2.27973], [4.17942, -1.98895, -4.41062], [-1.51716, 0.77979, 0.51869], [2.83316, -6.27646, -0.40529], [-3.88724, -2.33038, -5.55679], [3.08710, 0.67841, 4.25903], [-3.19714, 2.78279, -1.53356], [-3.81820, -2.66659, 2.89765], [-5.18376, -2.65018, 1.77332], [-3.15473, -0.13693, -4.65998], [-2.29801, 2.38943, 3.40457], [1.78890, -2.21329, -4.22210], [2.50372, 3.85370, -4.21596], [1.60844, 3.67288, -3.61809], [-3.55242, 3.92602, 2.49175], [1.29830, 0.48707, 3.10480], [-3.25900, 3.42895, -2.40672], [4.26962, -1.74003, -3.04748], [-3.19159, 3.09244, 0.61311], [1.15777, 1.74750, -4.41906], [1.37693, 5.77597, 2.21312], [-2.49879, -3.45280, -4.36308], [-1.85955, 2.25763, 4.39593], [0.76495, 4.13406, -4.13716], [2.65917, -4.00822, -1.32734], [5.05009, 1.05142, 2.95107], [-3.21625, 1.19379, 3.17467], [5.08053, -2.00515, -5.01290], [-1.09952, -2.17567, -2.88870], [2.92995, 0.77603, 1.86894], [2.63692, -2.75831, 2.48491], [-3.10483, -2.28326, -4.80968], [1.38265, 0.19180, 0.03171], [-4.25273, -2.14389, 2.04207], [3.13994, 5.74695, 2.11982], [-2.68925, 0.90613, 0.63801], [3.56268, 1.99366, -3.21965], [2.65624, 1.45569, -2.93814], [-1.84683, 2.12337, -1.72965], [2.72643, 0.44635, -3.32390], [-3.87387, 1.08244, 4.03981], [0.56083, 2.06681, 1.06209], [4.25425, 1.02838, 1.82108], [2.58224, 0.56832, 5.21116], [-3.20042, -3.17469, 0.51944], [2.78696, -3.25261, 1.52921], [2.67383, 1.40547, -1.84359], [-1.01841, -4.31945, -3.08234], [-2.69703, -1.05415, -4.30338], [-1.29384, 3.18602, -3.57275], [2.94090, -2.21090, -5.00127], [-2.65321, 0.26165, 3.06182], [3.05793, 3.26587, 1.85027], [3.26316, -3.26079, 3.22725], [0.82828, -2.40936, -4.68057], [0.14449, 1.15638, -1.46247], [-1.14179, -2.63943, 1.99125], [5.23134, -1.54905, -2.58206], [-1.48217, -3.58472, 2.39541], [2.35528, 4.22587, 0.05754], [-1.38670, -6.30708, 0.35598]], "forces_ev_per_angstrom": [[-0.1, 0.4, 0.3], [-0.1, 0.0, -0.1], [0.0, 0.0, -0.1], [0.1, 0.1, 0.0], [0.0, 0.0, 0.0], [0.0, -0.1, 0.0], [0.1, -0.1, 0.0], [0.1, -0.1, 0.0], [0.0, -0.1, 0.1], [0.0, 0.0, -0.1], [0.0, 0.1, -0.1], [0.2, 0.1, -0.1], [0.0, 0.1, -0.4], [0.0, 0.0, 0.0], [0.1, 0.0, -0.1], [-0.1, 0.1, -0.1], [0.0, 0.1, 0.1], [0.0, 0.2, -0.2], [0.0, 0.0, 0.0], [-0.1, 0.2, -0.1], [0.0, 0.1, 0.1], [0.1, 0.0, 0.1], [0.0, 0.0, 0.1], [0.0, -0.1, 0.0], [0.1, -0.1, 0.0], [0.0, 0.0, 0.0], [0.0, -0.1, -0.1], [0.0, 0.1, 0.0], [0.1, 0.0, 0.0], [0.1, 0.0, 0.1], [-0.1, 0.0, 0.0], [0.1, -0.1, 0.0], [0.0, 0.0, 0.0], [0.0, -0.1, 0.0], [0.0, 0.1, -0.1], [-0.1, 0.0, -0.1], [-0.1, 0.2, -0.2], [0.1, 0.0, 0.0], [0.0, 0.1, 0.0], [-0.1, 0.0, -0.1], [0.0, 0.1, 0.0], [0.0, -0.1, 0.0], [-0.1, 0.0, 0.0], [0.0, 0.0, 0.0], [0.0, -0.1, -0.1], [-0.1, 0.0, 0.1], [0.7, -0.3, -0.3], [-0.1, 0.0, -0.1], [0.1, 0.0, 0.0], [0.0, 0.0, 0.0], [-0.1, -0.1, 0.0], [0.0, -0.2, 0.1], [-0.1, 0.2, 0.2], [0.0, -0.1, 0.0], [0.0, 0.0, -0.1], [0.0, 0.1, 0.1], [0.2, 0.0, 0.1], [0.1, 0.0, 0.0], [0.0, -0.2, -0.1], [0.1, 0.1, 0.1], [0.0, 0.1, 0.2], [0.1, 0.1, 0.1], [0.0, 0.0, 0.0], [0.0, -0.1, 0.0], [0.0, 0.0, 0.0], [0.0, 0.0, 0.1], [0.0, 0.0, 0.0], [-0.2, 0.2, 0.1], [-0.1, 0.0, 0.0], [0.0, 0.0, 0.0], [0.0, 0.0, 0.2], [0.1, 0.0, 0.2], [0.0, 0.0, -0.1], [0.1, 0.1, 0.0], [0.0, -0.1, 0.0], [0.0, 0.0, -0.1], [0.1, 0.0, 0.1], [-0.1, 0.0, 0.0], [0.0, 0.0, 0.0], [0.0, 0.0, 0.1], [0.0, 0.0, 0.0], [0.0, 0.1, -0.1], [0.1, 0.1, -0.1], [0.0, 0.1, -0.1], [0.0, -0.1, -0.1], [0.1, 0.0, 0.0], [-0.1, 0.0, 0.0], [0.1, 0.0, 0.1], [0.1, -0.1, 0.1], [0.0, 0.0, 0.0], [0.1, 0.0, 0.1], [0.0, 0.0, 0.0], [-0.1, 0.0, 0.0], [-0.1, 0.3, 0.1], [0.2, -0.3, -0.2], [0.0, 0.0, 0.1], [0.1, 0.0, 0.1], [0.4, -0.7, 0.4], [0.0, 0.0, 0.0], [0.0, 0.0, 0.0], [0.2, -0.1, -0.1], [0.0, 0.0, 0.0], [0.0, 0.0, -0.1], [-0.1, 0.1, 0.1], [0.0, -0.1, 0.0], [0.0, 0.0, -0.1], [-0.3, -0.1, 0.0], [-0.4, 0.0, -0.1], [0.0, 0.0, -0.1], [0.1, -0.1, 0.0], [0.0, 0.0, -0.1], [0.1, 0.1, 0.2], [0.0, 0.0, 0.0], [0.0, 0.0, 0.0], [0.0, -0.2, 0.2], [0.0, 0.0, 0.0], [-0.1, 0.1, 0.0], [0.0, -0.1, 0.0], [-0.1, 0.0, -0.1], [0.0, 0.0, 0.0], [-0.5, 0.2, -0.2], [-0.3, -0.3, 0.1], [-0.1, 0.0, 0.0], [0.1, 0.2, -0.1], [-0.1, 0.1, 0.1], [0.1, 0.1, 0.0]]}